Record 1
ORCA calculation (ωB97M-V/def2-TZVPD) on a 3-piece molecular cluster, CH2F3NS overall in a non-equilibrium geometry.

```
8
Properties=species:S:1:pos:R:3:forces:R:3
C -0.835 -0.207 -0.976 3.33 1.17 1.59
N 0.147 0.149 -0.501 -0.52 0.24 0.04
F 3.909 1.011 0.158 1.10 0.02 -0.76
F 4.767 -0.296 -1.657 0.42 0.99 0.62
F 1.882 0.520 2.505 -1.06 1.29 -2.00
S 3.377 -0.277 -0.690 -1.46 -0.99 0.14
H -1.575 -0.677 -1.447 -2.84 -1.36 -1.55
H 1.497 0.994 1.738 1.03 -1.37 1.93
```
Positions in Å, forces in eV/Å.

Summary:
**Spin multiplicity**: 3
**Relative energy (zero: lowest compared OMol25 entry of this formula, charge and spin)**: 0.0000 eV
**Lowest unoccupied orbital energy (spin up / spin down)**: 0.345 / -2.344 eV
**Gap between HOMO and LUMO (spin up / spin down)**: 7.82 / 11.13 eV
**E_HOMO (spin up / spin down)**: -7.48 / -13.48 eV
**F_max**: 3.87 eV/A

List of Löwdin charges in e, atom by atom: C -0.02; N 0.06; F -0.45; F -0.49; F -0.14; S 0.93; H 0.02; H 0.09

***

Record 2
ORCA calculation (ωB97M-V/def2-TZVPD) on a 2-piece molecular cluster, CH2F3P overall in a non-equilibrium geometry.

```
7
Properties=species:S:1:pos:R:3:forces:R:3
C 0.403 1.410 0.651 1.59 0.29 -0.18
F 0.485 -2.355 -0.277 -0.31 0.54 -0.66
F -1.836 -1.918 -0.598 0.25 0.24 -0.33
F 1.260 2.336 0.179 -0.34 -0.50 0.17
P -0.455 -1.533 -1.313 0.07 -0.71 0.98
H -0.598 1.649 0.624 -1.93 0.77 -0.08
H 0.741 0.411 0.734 0.67 -0.63 0.09
```
Positions in Å, forces in eV/Å.

Summary:
**Relative energy (zero: lowest compared OMol25 entry of this formula, charge and spin)**: 2.9567 eV
**Lowest unoccupied orbital energy (spin up / spin down)**: -0.918 / 0.345 eV
**Gap between HOMO and LUMO (spin up / spin down)**: 7.78 / 8.96 eV
**E_HOMO (spin up / spin down)**: -8.70 / -8.61 eV
**F_max**: 2.08 eV/A

List of Löwdin charges in e, atom by atom: C -0.02; F -0.40; F -0.38; F -0.05; P 0.83; H 0.02; H 0.01

***

Record 3
ORCA calculation (ωB97M-V/def2-TZVPD) on a 2-piece molecular cluster, CH2FIO overall in a non-equilibrium geometry.

```
6
Properties=species:S:1:pos:R:3:forces:R:3
C 0.091 0.079 0.118 -1.09 4.36 -0.55
O -0.673 -0.690 -0.658 -1.56 1.73 3.21
F 1.433 0.102 -0.123 -1.10 -0.42 -0.95
I 0.051 0.025 2.274 -0.53 -0.32 -0.34
H -0.679 1.687 -0.366 1.88 -2.93 1.21
H -0.222 -1.203 -1.244 2.40 -2.42 -2.58
```
Positions in Å, forces in eV/Å.

Summary:
**Relative energy (zero: lowest compared OMol25 entry of this formula, charge and spin)**: 3.1118 eV
**Lowest unoccupied orbital energy**: -0.368 eV
**Gap between HOMO and LUMO**: 8.83 eV
**E_HOMO**: -9.19 eV
**F_max**: 4.53 eV/A

List of Löwdin charges in e, atom by atom: C -0.92; O -0.01; F -0.09; I 0.78; H 0.17; H 0.06